(1)
Computed, not measured: a 6-piece molecular cluster, C22H28Br10ClNOS overall at a distorted geometry, with the ωB97M-V functional and the def2-TZVPD basis.

Each line ends with the natural charge from an NBO analysis.
Atoms and positions in Å:
Br1 4.468 -5.804 -2.998  -0.010
Br2 -3.782 3.962 -0.053  0.013
Br3 -2.451 0.725 5.420  -0.014
Br4 2.022 0.493 2.205  -0.015
Br5 -4.367 0.079 8.509  -0.013
Br6 4.607 2.803 0.963  -0.008
Br7 3.667 -1.606 -4.291  0.005
Br8 -7.001 5.589 -0.854  -0.011
Br9 0.854 -1.052 -6.585  -0.009
Br10 1.574 -3.728 -2.063  0.012
Cl1 5.001 -0.953 -0.574  -0.021
S1 -0.613 0.725 -2.745  0.280
O1 -3.340 0.005 2.444  -0.730
N1 -0.138 -1.418 -0.837  -0.608
C1 3.439 -0.511 -1.232  -0.020
C2 -4.893 -0.135 6.647  -0.449
C3 1.051 -0.806 -1.258  0.232
C4 -1.138 -0.513 -0.406  0.139
C5 -2.728 0.196 1.205  0.288
C6 -3.100 1.279 0.426  -0.284
C7 2.729 -0.569 -6.779  -0.447
C8 1.988 -5.572 -1.586  -0.455
C9 2.310 -1.175 -0.791  -0.289
C10 -1.496 0.564 -1.205  -0.127
C11 1.005 0.239 -2.184  -0.219
C12 3.794 0.869 2.913  -0.450
C13 3.398 0.496 -2.181  -0.244
C14 2.146 0.870 -2.647  -0.195
C15 -2.468 1.465 -0.809  -0.228
C16 3.461 -5.753 -1.335  -0.449
C17 -4.723 5.398 0.873  -0.452
C18 3.637 -1.641 -6.236  -0.456
C19 -1.762 -0.722 0.817  -0.289
C20 -3.762 -0.662 5.807  -0.446
C21 4.136 2.330 2.790  -0.449
C22 -6.211 5.173 0.875  -0.448
H1 4.488 0.226 2.381  0.238
H2 3.887 -4.955 -0.735  0.231
H3 3.652 -6.710 -0.854  0.226
H4 0.025 -2.158 -0.171  0.388
H5 -4.335 5.383 1.889  0.228
H6 4.664 -1.463 -6.547  0.226
H7 -6.698 5.844 1.579  0.228
H8 -2.701 2.298 -1.450  0.225
H9 3.337 -2.641 -6.533  0.231
H10 -2.692 0.309 3.100  0.486
H11 2.049 1.660 -3.380  0.225
H12 1.617 -6.201 -2.389  0.232
H13 2.447 -1.941 -0.044  0.235
H14 4.274 1.015 -2.536  0.237
H15 1.419 -5.770 -0.679  0.224
H16 -5.716 -0.845 6.661  0.233
H17 -5.253 0.831 6.309  0.233
H18 3.755 0.575 3.960  0.227
H19 -4.438 6.329 0.393  0.232
H20 2.885 -0.441 -7.848  0.226
H21 -6.483 4.148 1.105  0.230
H22 -1.489 -1.573 1.426  0.217
H23 2.860 0.384 -6.277  0.227
H24 -3.853 1.970 0.809  0.239
H25 -3.224 -1.476 6.282  0.233
H26 -4.127 -0.986 4.834  0.246
H27 5.017 2.565 3.384  0.229
H28 3.318 2.980 3.082  0.231

Output
DFT total energy: -750588.6228 eV
HOMO-LUMO gap: 0.29085 hartree
SMILES: Oc1ccc2c(c1)Nc1cc(Cl)ccc1S2.BrCCBr.BrCCBr.BrCCBr.BrCCBr.BrCCBr
HOMO: -7.57 eV
multiplicity: 1

---

(2)
Computed, not measured: C23H32NRe as an isolated structure at a distorted geometry, with the ωB97M-V functional and the def2-TZVPD basis.

Each line ends with the Mulliken spin population.
Atoms and positions in Å:
Re1 0.978 -1.012 -0.686  1.415
N1 -2.166 0.159 3.839  -0.006
C1 -0.112 -2.447 -1.934  -0.052
C2 0.860 -3.096 -1.123  0.025
C3 0.762 2.259 0.699  -0.107
C4 -1.632 -0.010 2.432  0.035
C5 2.920 0.701 -1.015  0.248
C6 -1.426 2.470 2.352  0.028
C7 0.545 -2.831 0.253  -0.062
C8 0.857 1.645 -3.432  0.019
C9 0.326 0.289 -3.654  0.771
C10 2.741 0.036 0.250  0.082
C11 2.939 -1.369 0.037  -0.092
C12 0.051 1.111 0.941  -0.016
C13 3.175 -0.275 -2.006  0.039
C14 1.106 -0.691 -4.437  0.017
C15 -1.930 -1.060 4.654  0.001
C16 -1.003 1.211 1.866  0.240
C17 0.524 3.473 1.415  0.016
C18 -1.036 -1.763 -1.080  0.123
C19 -1.144 0.155 -3.575  -0.004
C20 -3.578 0.571 3.939  0.001
C21 3.124 -1.560 -1.392  0.058
C22 -0.644 -2.039 0.260  0.022
C23 -0.606 3.592 2.217  -0.007
H1 -2.234 -0.848 5.689  0.000
H2 3.016 1.773 -1.154  0.016
H3 0.273 2.181 -2.676  0.009
H4 -1.128 -1.630 1.117  0.032
H5 -0.859 -1.311 4.612  0.000
H6 -1.539 0.487 -2.607  0.020
H7 1.660 -3.717 -1.505  0.000
H8 3.438 -0.089 -3.043  0.004
H9 -1.477 -0.868 -3.757  0.000
H10 -4.203 -0.242 3.548  0.000
H11 -2.485 -0.359 1.811  -0.005
H12 3.312 -2.501 -1.896  0.004
H13 -0.174 -2.518 -3.009  -0.005
H14 0.782 2.198 -4.381  0.027
H15 0.686 -0.749 -5.454  0.019
H16 -2.373 2.628 2.853  0.003
H17 1.211 4.319 1.278  0.001
H18 -3.760 1.476 3.357  0.000
H19 2.157 -0.402 -4.520  -0.005
H20 -1.599 0.895 4.263  0.000
H21 2.977 -2.120 0.808  0.000
H22 -2.524 -1.883 4.219  0.001
H23 1.087 -3.188 1.120  -0.005
H24 -1.608 0.800 -4.333  0.023
H25 -0.866 4.556 2.679  -0.001
H26 -3.777 0.746 5.002  0.000
H27 1.099 -1.718 -4.047  0.017
H28 -1.846 -1.121 -1.393  0.034
H29 1.905 1.683 -3.128  -0.001
H30 1.552 2.305 -0.051  -0.016
H31 2.561 0.498 1.208  0.014
H32 -0.893 -0.798 2.567  0.019

Output
net charge: +1
DFT total energy: -27976.7950 eV
HOMO-LUMO gap (spin up / spin down): 0.21928 / 0.25372 hartree
HOMO (spin up / spin down): -8.40 / -10.20 eV
multiplicity: 4
⟨S²⟩: 3.77

---

(3)
Computed, not measured: a 2-piece molecular cluster, C4H12O3 overall at a distorted geometry, with the ωB97M-V functional and the def2-TZVPD basis.

Each line ends with the natural charge from an NBO analysis.
Atoms and positions in Å:
O1 -2.632 0.373 -0.480  -0.723
O2 0.719 -1.288 -0.159  -0.723
O3 3.585 -0.957 1.091  -0.719
C1 1.090 -1.755 1.158  -0.093
C2 -1.803 2.267 -1.657  -0.646
C3 2.231 -0.961 1.803  -0.099
C4 -1.778 0.692 -1.561  -0.041
H1 -1.170 2.430 -2.529  0.213
H2 2.388 -1.306 2.824  0.171
H3 -0.794 0.382 -1.212  0.154
H4 0.260 -1.876 1.854  0.179
H5 -3.278 1.081 -0.419  0.465
H6 0.092 -0.562 -0.196  0.468
H7 -2.103 0.423 -2.566  0.169
H8 1.471 -2.775 1.101  0.177
H9 -2.764 2.736 -1.867  0.203
H10 4.081 -1.646 1.540  0.462
H11 1.840 0.036 2.004  0.174
H12 -1.435 2.707 -0.730  0.208

Output
DFT total energy: -10483.0768 eV
HOMO-LUMO gap: 0.40299 hartree
SMILES: OCCO.CCO
HOMO: -10.15 eV
multiplicity: 1

---

(4)
Computed, not measured: the molecule C6H11NO at a distorted geometry, with the ωB97M-V functional and the def2-TZVPD basis.

Each line ends with the natural charge from an NBO analysis.
Atoms and positions in Å:
O1 -1.785 1.143 -0.051  -0.673
N1 -0.549 -0.809 0.846  -0.455
C1 1.463 1.053 -1.370  -0.609
C2 0.832 -0.936 0.315  -0.210
C3 -0.633 0.576 0.403  0.402
C4 -1.537 -1.747 0.380  -0.418
C5 0.857 0.526 -0.108  -0.097
C6 0.440 1.360 1.082  -0.429
H1 0.402 2.426 0.910  0.224
H2 -2.135 0.632 -0.793  0.477
H3 0.743 1.066 2.078  0.211
H4 -1.320 -2.720 0.821  0.210
H5 2.551 1.060 -1.296  0.211
H6 1.186 0.433 -2.226  0.207
H7 1.130 2.072 -1.558  0.219
H8 1.537 -1.234 1.094  0.191
H9 -1.554 -1.860 -0.716  0.148
H10 -2.520 -1.417 0.719  0.210
H11 0.892 -1.627 -0.530  0.182

Output
DFT total energy: -9935.7548 eV
HOMO-LUMO gap: 0.31008 hartree
SMILES: CN1C[C@]2(C)C[C@]12O
HOMO: -7.66 eV
multiplicity: 1

---

(5)
Computed, not measured: a 4-piece molecular cluster, C12H28Cl4O4 overall at a distorted geometry, with the ωB97M-V functional and the def2-TZVPD basis.

Each line ends with the natural charge from an NBO analysis.
Atoms and positions in Å:
Cl1 3.069 5.226 -0.368  -0.040
Cl2 2.979 0.211 8.056  -0.075
Cl3 3.796 1.050 4.560  -0.068
Cl4 1.816 5.864 -3.128  -0.073
O1 -6.240 -2.051 -1.486  -0.560
O2 1.950 -0.960 -1.330  -0.554
O3 4.901 -2.145 0.763  -0.559
O4 -5.524 0.827 -1.837  -0.527
C1 4.403 -0.179 5.751  -0.379
C2 -5.537 2.060 -1.202  -0.260
C3 4.222 -1.413 -0.272  -0.062
C4 3.289 -0.769 6.597  -0.388
C5 2.599 -1.436 -0.110  -0.071
C6 -6.494 -1.097 -2.534  -0.065
C7 2.261 3.985 -1.276  -0.416
C8 1.121 4.554 -2.119  -0.378
C9 6.347 -2.182 0.626  -0.249
C10 0.542 -0.971 -1.385  -0.253
C11 -6.737 0.409 -2.253  -0.071
C12 -6.372 -3.425 -1.814  -0.247
H1 2.291 -2.482 -0.101  0.175
H2 -7.573 0.679 -1.607  0.173
H3 -6.174 -4.064 -0.953  0.198
H4 -5.644 2.932 -1.847  0.168
H5 4.905 -1.011 5.257  0.221
H6 6.621 -2.817 -0.216  0.169
H7 -6.156 2.073 -0.304  0.173
H8 -6.912 0.935 -3.192  0.167
H9 2.343 -0.725 6.057  0.234
H10 -7.293 -3.676 -2.339  0.169
H11 -0.002 -1.914 -1.436  0.175
H12 0.386 -0.504 -2.358  0.192
H13 2.301 -0.903 0.793  0.177
H14 -5.699 -1.235 -3.267  0.169
H15 6.737 -1.187 0.411  0.167
H16 3.049 3.528 -1.875  0.227
H17 -4.533 2.135 -0.786  0.190
H18 4.625 -0.402 -0.209  0.163
H19 -7.370 -1.538 -3.009  0.156
H20 0.131 -0.249 -0.679  0.167
H21 4.548 -1.851 -1.215  0.169
H22 6.893 -2.514 1.508  0.197
H23 0.336 5.088 -1.584  0.225
H24 -5.479 -3.548 -2.427  0.167
H25 3.564 -1.749 6.986  0.225
H26 1.916 3.330 -0.477  0.228
H27 5.139 0.293 6.401  0.228
H28 0.661 3.815 -2.774  0.225

Output
DFT total energy: -71173.5850 eV
HOMO-LUMO gap: 0.36759 hartree
SMILES: COCCOC.COCCOC.ClCCCl.ClCCCl
HOMO: -9.58 eV
multiplicity: 1